DFT (ωB97M-V/def2-TZVPD) results for a 3-piece molecular cluster, C20H56ClN8O3P2 overall at a distorted geometry.

The geometry in XYZ format:
```
90
Properties=species:S:1:pos:R:3
C 3.04 -2.57 -5.23
C 2.04 -1.48 -4.76
C 1.25 -1.01 -5.96
Cl 0.16 -2.24 -6.59
N 0.55 0.32 -5.81
C 1.45 1.42 -5.28
C 1.44 1.63 -3.77
N 2.58 2.44 -3.33
C -0.84 0.30 -5.19
C -1.04 -0.50 -3.90
C -1.94 0.35 -2.97
O -1.76 -1.70 -4.16
H 3.86 -2.69 -4.53
H 2.50 -3.51 -5.28
H 3.39 -2.37 -6.24
H 1.42 -1.98 -4.01
H 2.65 -0.71 -4.29
H 1.96 -0.86 -6.77
H 0.38 0.59 -6.78
H 1.20 2.33 -5.82
H 2.46 1.14 -5.58
H 0.53 2.18 -3.50
H 1.49 0.70 -3.21
H 2.73 3.20 -3.99
H 3.42 1.87 -3.38
H -1.11 1.34 -5.00
H -1.53 -0.05 -5.95
H -0.14 -0.70 -3.32
H -1.44 1.29 -2.71
H -2.16 -0.21 -2.07
H -2.86 0.57 -3.51
H -1.48 -2.35 -3.52
O 1.82 -2.32 -1.21
P 2.13 -2.02 0.23
N 3.83 -1.93 0.22
C 4.75 -2.63 1.10
C 4.46 -1.04 -0.75
N 1.56 -3.45 0.95
C 2.25 -4.21 1.97
C 0.72 -4.33 0.14
N 1.90 -1.14 1.69
C 0.47 -0.97 2.05
C 2.51 0.21 1.72
H 4.49 -2.50 2.16
H 5.76 -2.23 0.99
H 4.80 -3.69 0.87
H 4.60 -0.03 -0.35
H 3.84 -0.96 -1.65
H 5.43 -1.43 -1.06
H 3.02 -4.87 1.54
H 1.55 -4.85 2.51
H 2.71 -3.57 2.72
H 1.31 -4.96 -0.53
H 0.01 -3.76 -0.45
H 0.13 -4.98 0.79
H -0.07 -0.37 1.31
H 0.38 -0.48 3.02
H -0.04 -1.93 2.14
H 2.21 0.82 0.87
H 3.59 0.14 1.75
H 2.20 0.73 2.63
O -1.84 1.42 2.62
P -2.70 2.19 3.58
N -2.62 1.24 4.99
C -3.74 0.75 5.78
C -1.31 0.87 5.49
N -4.21 2.06 2.79
C -5.47 1.74 3.43
C -4.20 1.60 1.41
N -3.20 3.64 4.37
C -3.36 4.79 3.44
C -2.31 4.10 5.46
H -4.44 1.54 6.05
H -3.38 0.33 6.72
H -4.28 -0.05 5.26
H -0.92 1.61 6.21
H -0.58 0.81 4.67
H -1.32 -0.10 5.98
H -5.59 0.66 3.59
H -6.30 2.08 2.80
H -5.59 2.26 4.38
H -4.12 0.51 1.34
H -3.38 2.04 0.85
H -5.13 1.91 0.91
H -2.42 5.07 2.97
H -3.76 5.65 3.98
H -4.08 4.55 2.66
H -1.27 4.19 5.15
H -2.37 3.43 6.32
H -2.64 5.08 5.81
```

Gap between HOMO and LUMO ... 7.248 eV
Molar mass ... 554.1 u
Multiplicity ... 1
Net charge ... +1
HOMO energy ... -9.92 eV
Calculated total energy ... -70804.967 eV



DFT (ωB97M-V/def2-TZVPD) results for a 2-piece molecular cluster, CH8NS overall at a distorted geometry.

The geometry in XYZ format:
```
11
Properties=species:S:1:pos:R:3
N 0.51 0.85 2.48
H -0.30 1.42 2.19
H 0.29 -0.18 2.39
H 1.28 1.03 1.81
H 0.88 1.18 3.41
C 0.22 -1.42 -1.03
S -0.45 0.29 -0.99
H 1.10 -1.42 -1.68
H 0.58 -1.58 -0.02
H -0.52 -2.08 -1.47
H -1.10 0.25 -2.16
```

Gap between HOMO and LUMO (alpha / beta) ... 4.990 / 9.678 eV
Molar mass ... 66.1 u
Multiplicity ... 2
Net charge ... 0
⟨S²⟩ ... 0.750
ΔE to the lowest compared entry with this formula, charge and spin ... 10.4 kJ/mol
HOMO energy (alpha / beta) ... -4.12 / -9.15 eV
Calculated total energy ... -13488.940 eV



DFT (ωB97M-V/def2-TZVPD) results for a 2-piece molecular cluster, C7H11B overall at a distorted geometry.

The geometry in XYZ format:
```
19
Properties=species:S:1:pos:R:3
B 1.48 0.03 -0.01
C -1.42 0.98 -0.11
C -1.12 -0.27 0.14
C -0.45 2.00 0.35
C 0.22 -0.30 0.83
C 0.75 1.17 0.73
C 2.58 -0.79 -0.75
C -1.91 -1.39 -0.41
H -2.40 1.24 -0.41
H -0.25 2.62 -0.62
H -0.99 2.46 1.18
H 0.25 -1.27 2.11
H 1.04 1.76 1.57
H 3.35 -0.11 -1.26
H 2.21 -1.49 -1.55
H 3.03 -1.53 -0.18
H -2.90 -1.03 -0.80
H -2.12 -2.15 0.38
H -1.38 -1.91 -1.18
```

Gap between HOMO and LUMO (alpha / beta) ... 5.964 / 7.295 eV
Molar mass ... 106.0 u
Multiplicity ... 3
Net charge ... 0
⟨S²⟩ ... 2.024
ΔE to the lowest compared entry with this formula, charge and spin ... 185.0 kJ/mol
HOMO energy (alpha / beta) ... -5.15 / -9.59 eV
Calculated total energy ... -8106.035 eV



DFT (ωB97M-V/def2-TZVPD) results for a 6-piece molecular cluster, C40H85BF3N9O7 overall at a distorted geometry.

The geometry in XYZ format:
```
145
Properties=species:S:1:pos:R:3
H 0.33 -1.84 3.39
N -0.45 -2.41 3.76
C -1.51 -1.74 3.54
C -2.82 -2.35 4.03
C -1.41 -0.34 2.83
C -1.55 -0.38 1.26
C -1.52 -1.88 0.88
N -1.56 -2.95 0.54
C -0.37 0.27 0.47
C 0.29 1.53 1.13
C 1.37 2.13 0.22
F 2.60 1.54 0.35
C 1.20 3.22 -0.63
F 0.70 3.14 -1.85
F 1.54 4.45 -0.19
C -2.98 0.12 0.73
C -4.07 -0.52 1.61
N -4.95 -0.91 2.19
C -3.25 -0.42 -0.73
C -4.26 0.41 -1.58
C -5.73 0.42 -1.01
C -6.30 -1.02 -0.89
N -7.70 -1.12 -0.38
C -7.82 -1.95 0.83
C -8.35 0.15 -0.25
C -8.26 1.08 0.99
O -9.05 0.50 -1.16
B -3.16 1.72 0.91
O -3.90 2.16 2.04
C -2.55 2.86 -0.02
C -2.17 4.20 0.75
H -2.65 -3.20 4.73
H -3.43 -1.58 4.55
H -3.46 -2.75 3.21
H -0.45 0.07 3.19
H -2.20 0.28 3.32
H 0.40 -0.52 0.33
H -0.65 0.56 -0.57
H 0.87 1.16 2.02
H -0.42 2.29 1.51
H -2.31 -0.50 -1.33
H -3.64 -1.46 -0.70
H -4.35 -0.12 -2.56
H -3.91 1.43 -1.84
H -5.77 0.97 -0.04
H -6.30 1.05 -1.73
H -6.28 -1.49 -1.90
H -5.68 -1.67 -0.24
H -8.87 -2.34 0.84
H -7.17 -2.85 0.78
H -7.68 -1.41 1.79
H -9.22 1.25 1.50
H -7.44 0.72 1.64
H -7.93 2.07 0.60
H -3.22 2.36 2.70
H -1.66 2.52 -0.60
H -3.33 3.16 -0.76
H -2.76 5.05 0.35
H -1.10 4.43 0.55
H -2.26 4.10 1.85
C 7.23 -0.25 2.57
O 6.57 -1.05 3.54
C 5.88 -0.33 4.54
C 4.48 0.15 4.12
C 4.50 1.36 3.19
N 3.71 -0.92 3.47
H 7.62 0.68 3.00
H 6.55 -0.02 1.74
H 8.06 -0.82 2.17
H 5.76 -1.03 5.37
H 6.49 0.50 4.91
H 3.95 0.45 5.03
H 4.78 1.10 2.17
H 3.51 1.82 3.14
H 5.20 2.12 3.55
H 3.61 -1.69 4.13
H 4.29 -1.31 2.73
C 10.66 -1.98 -3.47
O 9.25 -1.96 -3.36
C 8.72 -2.70 -2.27
C 8.74 -1.94 -0.93
C 10.12 -1.88 -0.28
N 8.21 -0.58 -1.07
H 11.08 -2.94 -3.14
H 11.10 -1.16 -2.89
H 10.92 -1.83 -4.51
H 7.68 -2.90 -2.52
H 9.22 -3.68 -2.18
H 8.08 -2.49 -0.24
H 10.77 -1.15 -0.76
H 10.03 -1.58 0.77
H 10.61 -2.85 -0.30
H 7.26 -0.63 -1.41
H 8.72 -0.14 -1.83
C -11.59 -3.32 -4.54
O -10.81 -2.75 -3.51
C -11.30 -1.51 -3.01
C -12.42 -1.65 -1.96
C -13.78 -1.99 -2.56
N -12.09 -2.64 -0.94
H -12.03 -2.55 -5.19
H -12.37 -3.96 -4.13
H -10.94 -3.95 -5.15
H -10.44 -1.04 -2.52
H -11.59 -0.85 -3.83
H -12.52 -0.67 -1.47
H -13.85 -3.04 -2.86
H -14.57 -1.81 -1.83
H -13.99 -1.37 -3.44
H -11.23 -2.36 -0.47
H -11.82 -3.50 -1.42
C 3.17 6.76 0.98
O 3.69 8.07 1.14
C 5.08 8.20 0.88
C 5.44 8.34 -0.61
C 5.37 7.03 -1.38
N 4.59 9.33 -1.28
H 3.90 6.00 1.27
H 2.85 6.61 -0.06
H 2.29 6.67 1.61
H 5.39 9.12 1.39
H 5.64 7.38 1.35
H 6.48 8.69 -0.66
H 4.35 6.73 -1.60
H 5.89 7.12 -2.34
H 5.85 6.22 -0.82
H 4.72 10.23 -0.83
H 3.63 9.09 -1.08
C 5.58 -5.34 -3.17
O 5.80 -4.39 -2.15
C 4.62 -3.80 -1.62
C 3.91 -4.65 -0.55
C 3.12 -5.81 -1.13
N 4.84 -5.16 0.45
H 4.72 -5.07 -3.80
H 5.44 -6.34 -2.75
H 6.47 -5.37 -3.80
H 4.95 -2.87 -1.14
H 3.94 -3.51 -2.43
H 3.19 -3.99 -0.05
H 3.76 -6.64 -1.44
H 2.42 -6.21 -0.38
H 2.53 -5.50 -2.00
H 5.30 -4.37 0.91
H 5.60 -5.62 -0.05
```

Gap between HOMO and LUMO ... 6.977 eV
Molar mass ... 872.0 u
Structure (SMILES) ... [H]/N=C(/C)C[C@](C#N)(CCC(F)=C(F)F)[C@](C#N)(CCCCN(C)C(C)=O)B(O)CC.COC[C@@H](C)N.COC[C@@H](C)N.COC[C@@H](C)N.COC[C@@H](C)N.COC[C@@H](C)N
Multiplicity ... 1
Net charge ... 0
HOMO energy ... -8.57 eV
Calculated total energy ... -79422.230 eV



DFT (ωB97M-V/def2-TZVPD) results for a 12-piece molecular cluster, C22H68N12O12 overall at a distorted geometry.

The geometry in XYZ format:
```
114
Properties=species:S:1:pos:R:3
N -2.29 -4.76 1.41
C -2.88 -3.61 1.39
N -3.90 -3.45 2.20
O -2.26 -2.70 0.50
H -1.54 -5.01 0.81
H -2.55 -5.50 2.07
H -4.35 -2.47 2.34
H -4.28 -4.34 2.62
N 3.02 2.19 -0.94
C 4.16 2.84 -0.98
N 4.07 4.02 -0.49
O 5.30 2.25 -1.51
H 2.89 1.29 -1.42
H 2.13 2.50 -0.66
H 4.98 4.42 -0.41
H 3.34 4.40 0.00
N 0.10 -3.09 1.91
C 0.88 -3.18 2.92
N 0.40 -2.77 4.03
O 2.20 -3.46 2.73
H 0.38 -3.71 1.18
H -0.82 -2.72 1.89
H 0.94 -2.87 4.88
H -0.59 -2.47 4.12
N -1.89 2.81 0.20
C -2.85 2.70 1.10
N -3.48 3.77 1.33
O -3.19 1.46 1.65
H -1.39 2.02 -0.12
H -1.55 3.72 -0.11
H -3.97 3.77 2.27
H -3.29 4.72 0.95
N 0.99 -0.84 0.78
C 0.17 0.04 0.23
N -1.02 -0.45 -0.06
O 0.48 1.39 0.11
H 1.89 -0.38 0.98
H 0.68 -1.72 1.31
H -1.69 0.10 -0.54
H -1.35 -1.41 0.14
N 3.60 -2.24 -2.51
C 2.73 -1.64 -1.77
N 2.17 -2.48 -0.95
O 2.47 -0.31 -1.88
H 4.06 -1.64 -3.23
H 3.65 -3.28 -2.62
H 1.61 -1.91 -0.26
H 2.36 -3.48 -0.87
C 5.41 0.48 1.70
C 4.21 -0.18 1.08
C 4.03 -1.52 1.62
O 3.22 0.53 1.30
H 5.20 0.65 2.76
H 5.57 1.37 1.21
H 6.07 -0.35 1.49
H 4.25 -0.22 -0.01
H 4.89 -2.20 1.34
H 3.19 -2.01 1.14
H 3.96 -1.61 2.73
H 3.30 1.17 0.58
C -4.49 2.33 -1.70
C -3.49 1.19 -2.05
C -3.83 -0.11 -1.46
O -3.32 1.09 -3.28
H -4.74 2.41 -0.67
H -5.36 2.26 -2.32
H -4.12 3.26 -2.16
H -2.49 1.41 -1.71
H -3.53 -0.26 -0.42
H -3.36 -0.93 -1.99
H -4.89 -0.43 -1.59
H -2.51 1.41 -3.60
C -0.64 -1.18 -3.28
C -0.67 -2.73 -3.05
C -1.39 -3.42 -4.19
O 0.43 -3.33 -2.90
H -0.05 -0.83 -4.12
H -0.27 -0.62 -2.44
H -1.66 -0.83 -3.43
H -1.34 -2.92 -2.16
H -1.44 -4.51 -3.96
H -0.84 -3.34 -5.11
H -2.30 -2.97 -4.52
H 1.08 -2.72 -2.51
C -1.63 3.56 -4.15
C -0.47 2.58 -4.06
C 0.08 2.34 -2.66
O -0.62 1.46 -4.55
H -1.17 4.50 -4.55
H -1.92 3.79 -3.17
H -2.41 3.21 -4.85
H 0.42 3.03 -4.45
H 0.49 3.23 -2.22
H 0.95 1.69 -2.78
H -0.61 1.91 -2.01
H 0.22 0.98 -4.76
C 1.89 1.01 3.91
C 1.15 2.20 3.31
C -0.36 1.91 3.34
O 1.38 3.23 3.91
H 1.70 0.77 4.93
H 2.94 1.17 3.79
H 1.74 0.05 3.37
H 1.47 2.33 2.27
H -0.99 2.72 2.95
H -0.70 1.62 4.38
H -0.60 1.09 2.62
H 0.70 3.52 4.47
C -1.80 -0.82 3.68
O -2.53 -1.98 4.21
H -1.16 -0.37 4.42
H -2.52 -0.08 3.38
H -1.32 -1.07 2.74
H -2.89 -2.51 3.50
```

Gap between HOMO and LUMO ... 8.069 eV
Molar mass ... 692.9 u
Structure (SMILES) ... NC(N)=O.NC(N)=O.NC(N)=O.NC(N)=O.NC(N)=O.NC(N)=O.CC(C)O.CC(C)O.CC(C)O.CC(C)O.CC(C)O.CO
Multiplicity ... 1
Net charge ... 0
ΔE to the lowest compared entry with this formula, charge and spin ... 103.9 kJ/mol
HOMO energy ... -8.55 eV
Calculated total energy ... -66360.584 eV



DFT (ωB97M-V/def2-TZVPD) results for a 10-piece molecular cluster, C60H50F10 overall at a distorted geometry.

The geometry in XYZ format:
```
120
Properties=species:S:1:pos:R:3
F 4.55 2.77 9.06
C 3.46 2.00 9.21
C 3.22 1.25 10.36
C 2.05 0.51 10.49
C 1.16 0.55 9.36
C 1.43 1.21 8.18
C 2.60 2.00 8.17
H 3.96 1.37 11.15
H 1.85 -0.10 11.36
H 0.22 0.02 9.35
H 0.79 1.09 7.32
H 2.84 2.57 7.29
F 3.98 -9.04 1.74
C 4.85 -10.06 1.95
C 6.20 -9.83 1.72
C 7.06 -10.97 1.74
C 6.59 -12.25 1.97
C 5.25 -12.48 2.19
C 4.40 -11.38 2.17
H 6.50 -8.84 1.40
H 8.09 -10.91 1.42
H 7.33 -13.04 2.01
H 4.94 -13.50 2.35
H 3.35 -11.58 2.30
F 1.73 2.44 -0.99
C 1.70 1.19 -0.57
C 2.39 0.88 0.64
C 2.33 -0.42 1.10
C 1.54 -1.35 0.52
C 0.87 -1.04 -0.70
C 0.90 0.24 -1.19
H 2.97 1.58 1.23
H 2.69 -0.77 2.06
H 1.33 -2.22 1.12
H 0.12 -1.74 -1.03
H 0.27 0.50 -2.03
F 7.81 3.64 -6.99
C 6.76 3.97 -7.81
C 6.96 4.20 -9.19
C 5.89 4.52 -10.01
C 4.63 4.77 -9.46
C 4.35 4.41 -8.13
C 5.44 4.08 -7.29
H 7.98 4.15 -9.55
H 6.16 4.73 -11.04
H 3.84 5.13 -10.11
H 3.36 4.35 -7.72
H 5.19 3.99 -6.24
F -5.11 7.21 -5.49
C -4.01 7.88 -5.87
C -4.05 8.71 -6.98
C -2.89 9.32 -7.53
C -1.68 9.13 -6.84
C -1.64 8.26 -5.75
C -2.81 7.68 -5.21
H -5.01 8.80 -7.47
H -2.98 9.86 -8.46
H -0.75 9.55 -7.20
H -0.72 8.10 -5.20
H -2.71 6.93 -4.44
F -6.00 -9.56 -4.33
C -6.80 -8.51 -3.91
C -8.16 -8.47 -4.23
C -8.89 -7.35 -3.78
C -8.28 -6.34 -2.99
C -6.93 -6.44 -2.68
C -6.21 -7.53 -3.10
H -8.55 -9.27 -4.85
H -9.95 -7.32 -3.98
H -8.89 -5.54 -2.58
H -6.51 -5.70 -2.01
H -5.15 -7.65 -2.93
F -1.00 -0.09 -9.83
C -1.94 -0.43 -8.96
C -1.89 -1.72 -8.37
C -2.78 -2.14 -7.42
C -3.77 -1.25 -7.02
C -3.76 0.07 -7.46
C -2.82 0.49 -8.39
H -1.02 -2.31 -8.62
H -2.64 -3.14 -7.02
H -4.48 -1.59 -6.29
H -4.51 0.74 -7.06
H -2.71 1.54 -8.60
F -5.18 2.19 0.84
C -5.65 2.48 2.05
C -6.62 3.46 2.10
C -7.20 3.70 3.35
C -6.80 3.05 4.49
C -5.79 2.11 4.41
C -5.20 1.78 3.18
H -7.11 3.97 1.29
H -8.08 4.33 3.35
H -7.38 3.21 5.38
H -5.55 1.40 5.18
H -4.43 1.02 3.21
F 4.88 -9.22 11.05
C 5.02 -7.95 10.58
C 4.76 -7.70 9.22
C 4.76 -6.39 8.76
C 5.03 -5.36 9.63
C 5.31 -5.64 10.94
C 5.33 -6.93 11.47
H 4.58 -8.52 8.54
H 4.64 -6.18 7.71
H 4.98 -4.36 9.23
H 5.51 -4.89 11.70
H 5.40 -7.07 12.54
F 0.71 10.53 0.00
C -0.08 9.97 0.94
C -1.31 10.58 1.24
C -2.18 10.04 2.10
C -1.78 8.81 2.72
C -0.56 8.24 2.50
C 0.34 8.83 1.59
H -1.60 11.46 0.69
H -3.10 10.57 2.32
H -2.49 8.33 3.38
H -0.32 7.32 3.00
H 1.27 8.36 1.32
```

Gap between HOMO and LUMO ... 9.572 eV
Molar mass ... 961.0 u
Structure (SMILES) ... Fc1ccccc1.Fc1ccccc1.Fc1ccccc1.Fc1ccccc1.Fc1ccccc1.Fc1ccccc1.Fc1ccccc1.Fc1ccccc1.Fc1ccccc1.Fc1ccccc1
Multiplicity ... 1
Net charge ... 0
ΔE to the lowest compared entry with this formula, charge and spin ... 260.0 kJ/mol
HOMO energy ... -9.16 eV
Calculated total energy ... -90202.103 eV



Question: The lowest calculated total energy belongs to which entry?
Answer: C60H50F10



Question: Which formula does entry 4 have?
Answer: C40H85BF3N9O7



Question: What is the formula in the third record?
Answer: C7H11B